# C39H68Cl3GeN2O3S5SbSi3Ti

C39H68Cl3GeN2O3S5SbSi3Ti as an isolated structure at a distorted geometry (ωB97M-V/def2-TZVPD, the Open Molecules 2025 dataset).

```
126
Properties=species:S:1:pos:R:3:forces:R:3:mulliken_charge:R:1
Sb -1.943 -1.628 -2.583 0.0 -0.1 0.0 -1.417
Ge 0.882 1.675 2.689 0.1 -0.1 0.1 0.797
Ti 0.104 0.444 0.414 0.7 0.9 0.2 0.413
Cl 6.648 0.102 -3.166 0.0 0.0 0.0 -0.243
Cl 1.957 -1.661 -1.199 0.1 0.0 0.0 -0.087
Cl 3.936 3.070 0.423 0.0 0.0 0.0 -0.155
S -0.921 2.692 0.669 -0.2 -0.2 0.0 -0.799
S 0.530 5.172 -0.294 0.1 0.0 0.0 -0.088
S 2.137 6.732 -2.245 0.2 0.0 0.0 -0.239
S 0.269 1.199 -1.912 -0.1 -0.3 0.1 0.141
S 1.543 3.848 -2.650 0.1 0.0 0.1 -0.002
Si -3.506 -3.638 -2.929 0.0 0.1 0.0 0.548
Si -3.709 0.179 -3.025 0.0 0.0 0.0 0.924
Si -0.667 -1.877 -4.796 0.0 0.1 0.0 0.525
O 2.071 0.829 0.422 -0.8 -0.6 0.1 1.010
O 0.289 -2.571 5.740 0.0 0.0 0.0 -0.655
O -1.898 -0.149 0.805 0.3 -0.2 0.0 1.621
N 2.152 -3.757 5.254 0.0 0.0 0.0 0.529
N 0.260 -1.598 1.585 -0.2 0.1 -0.1 1.271
C -4.277 0.221 -4.814 0.0 0.1 0.1 -1.198
C -5.167 -0.263 -1.908 0.0 0.0 0.0 -0.725
C -3.570 -1.647 1.483 0.1 0.0 0.0 -0.469
C 1.020 -3.101 4.915 -0.1 0.0 0.0 0.354
C 0.579 2.867 -1.575 0.1 0.1 0.0 -0.914
C -3.125 1.888 -2.545 -0.1 -0.1 -0.1 -0.678
C -1.287 0.529 4.452 -0.1 0.0 -0.1 2.364
C -3.787 0.934 1.713 0.1 0.0 0.1 -0.950
C 0.097 3.494 -0.484 0.0 0.1 0.0 0.651
C -3.217 -0.538 5.691 0.0 0.0 0.0 -1.111
C 5.280 0.318 -2.119 0.0 0.0 0.1 0.349
C 5.185 1.461 -1.342 0.0 0.0 0.0 -0.818
C 1.475 5.322 -1.739 -0.4 0.0 -0.2 0.118
C 4.097 1.621 -0.508 -0.1 0.0 0.0 0.801
C 0.607 -3.232 -4.530 0.0 0.1 0.0 -0.887
C 3.349 -5.731 4.337 0.0 0.0 0.0 -1.207
C 1.680 -4.877 7.423 0.0 0.0 0.0 -1.212
C -4.812 -3.440 -4.266 0.0 -0.1 0.0 -1.076
C -1.777 -2.375 -6.228 0.1 0.0 0.0 -1.012
C 2.438 1.320 7.335 0.0 0.0 0.0 -1.743
C 4.293 -0.648 -2.080 0.0 0.0 0.0 -0.904
C 2.847 1.559 4.835 0.0 0.0 0.0 -1.115
C -4.398 -3.988 -1.305 0.0 -0.1 -0.1 -1.140
C 3.071 0.663 -0.407 0.1 0.1 -0.1 -1.963
C -2.484 -5.165 -3.337 0.0 0.0 0.0 -1.154
C -3.016 -0.272 1.293 -0.1 0.1 -0.2 0.349
C 2.479 -3.818 6.681 0.0 0.0 0.0 -0.668
C 3.158 -4.223 4.307 0.0 0.0 0.0 -0.641
C -0.158 -2.669 0.890 0.0 0.0 0.0 -0.718
C -0.185 -3.943 1.420 0.0 0.0 0.0 -1.792
C 0.216 -0.285 -5.219 0.0 -0.1 -0.1 -0.823
C 2.305 0.683 5.960 0.0 0.0 0.0 0.890
C 3.215 -0.457 -1.236 0.0 0.0 0.0 1.198
C 2.592 0.952 3.452 -0.1 0.0 0.1 -0.394
C 0.616 -1.786 2.853 0.1 0.0 0.0 -0.712
C -0.552 1.805 4.069 0.1 0.1 0.0 -1.415
C 0.241 -4.136 2.725 0.0 0.0 0.0 -0.211
C -2.469 0.755 5.389 0.0 0.0 0.0 -0.877
C 0.640 -3.035 3.461 0.1 0.0 0.0 0.564
H 2.289 -2.835 7.114 0.0 0.0 0.0 0.225
H -0.095 2.254 4.958 0.0 0.0 0.0 0.427
H -3.694 -4.358 -0.555 0.0 0.0 0.0 0.276
H 3.549 -4.015 6.754 0.0 0.0 0.0 0.516
H 0.933 -0.010 -4.446 0.0 0.0 0.0 0.064
H -5.157 0.867 -4.896 0.0 0.0 0.0 0.415
H 3.921 1.710 4.994 0.0 0.0 0.0 0.551
H 1.357 3.113 2.412 -0.1 0.0 0.0 -0.154
H -0.469 0.555 -5.348 0.0 0.0 0.0 0.253
H -2.693 1.929 -1.544 0.0 0.0 0.0 -0.147
H -3.096 -6.058 -3.179 0.0 0.0 0.0 0.433
H -2.207 -3.367 -6.078 0.0 0.0 0.0 0.219
H -5.732 -1.122 -2.273 0.0 0.0 0.0 0.302
H -3.267 -2.274 0.645 0.0 0.0 0.0 -0.586
H 2.692 -0.134 3.523 0.0 0.0 -0.1 0.210
H 1.979 -4.910 8.471 0.0 0.0 0.0 0.446
H -1.642 0.012 3.550 0.0 0.0 0.0 -1.203
H -3.700 -0.930 4.790 0.0 0.0 0.0 0.160
H 0.181 -4.135 -4.090 0.0 0.0 0.0 0.216
H -2.105 1.205 6.317 0.0 0.0 0.0 0.488
H -0.615 -0.188 4.930 0.1 0.0 0.0 -0.345
H 0.924 -0.918 3.412 0.0 0.0 0.0 -1.195
H -3.100 -2.049 2.388 0.0 0.0 0.0 0.220
H 1.255 0.440 5.767 0.0 0.0 0.0 -0.270
H 2.881 -3.894 3.308 0.0 0.0 0.0 0.357
H -0.525 -4.769 0.811 0.0 0.0 0.0 0.642
H -5.381 -4.374 -4.324 0.0 0.0 0.0 0.418
H -5.518 -2.638 -4.050 0.0 0.0 0.0 0.269
H 1.839 -5.866 6.991 0.0 0.0 0.0 0.283
H -3.427 1.215 2.708 0.0 0.0 0.0 -0.062
H 1.408 -2.879 -3.879 0.0 0.0 0.0 0.118
H -2.528 -1.304 6.051 0.0 0.0 0.0 0.183
H -4.539 -0.762 -5.204 0.0 0.0 0.0 0.255
H -2.589 -1.668 -6.402 0.0 0.0 0.0 0.286
H 2.415 -6.248 4.110 0.0 0.0 0.0 0.231
H -1.164 -2.415 -7.134 0.0 0.0 0.0 0.440
H -1.599 -5.249 -2.704 0.0 0.0 0.0 0.269
H -3.151 1.497 4.957 0.0 0.0 0.0 0.352
H 3.690 -6.069 5.316 0.0 0.0 0.0 0.318
H 1.049 -3.505 -5.493 0.0 0.0 0.0 0.416
H -2.368 2.263 -3.236 0.0 0.0 0.0 0.224
H -0.486 -2.486 -0.127 0.0 0.0 0.0 0.572
H -4.906 -3.111 -0.901 0.0 0.0 0.0 0.256
H 4.096 -6.031 3.602 0.0 0.0 0.0 0.424
H -3.995 -0.394 6.441 0.0 0.0 0.0 0.443
H 2.072 0.661 8.123 0.0 0.0 0.0 0.399
H -4.839 -0.490 -0.890 0.0 0.0 0.0 -0.086
H 2.833 -0.277 5.941 0.0 0.0 0.0 0.168
H 0.756 -0.431 -6.160 0.0 0.0 0.0 0.437
H -3.497 0.647 -5.449 0.0 0.0 0.0 0.300
H 3.331 1.277 2.720 0.0 0.1 0.0 0.486
H -1.254 2.552 3.684 0.0 0.0 0.0 0.600
H 5.945 2.227 -1.393 0.0 0.0 0.0 0.478
H -4.855 0.740 1.774 0.0 0.0 0.0 0.493
H -4.648 -1.655 1.617 0.0 0.0 0.0 0.575
H 1.869 2.251 7.389 0.0 0.0 0.0 0.366
H 4.355 -1.531 -2.700 0.0 0.0 0.0 0.472
H -3.990 2.558 -2.587 0.0 0.0 0.0 0.407
H 0.617 -4.644 7.379 0.0 0.0 0.0 0.267
H -3.554 1.763 1.045 0.0 0.0 0.0 0.167
H 0.249 -5.125 3.167 0.0 0.0 0.0 0.576
H -5.151 -4.766 -1.462 0.0 0.0 0.0 0.472
H -5.850 0.589 -1.852 0.0 0.0 0.0 0.427
H -2.156 -5.167 -4.378 0.0 0.0 0.0 0.275
H 4.101 -3.722 4.544 0.0 0.0 0.0 0.461
H 3.480 1.562 7.557 0.0 0.0 0.0 0.377
H 2.404 2.561 4.912 0.0 0.0 0.0 0.186
H -4.373 -3.253 -5.246 0.0 0.0 0.0 0.282
```
Forces are in eV/Å.

## Properties
total charge	0
LUMO energy (spin up / spin down)	-0.02514 / -0.03228	Ha
energy	-252220.4774	eV
Kohn-Sham gap (spin up / spin down)	5.81 / 5.84	eV
ΔE to the lowest compared entry with this formula, charge and spin	139.2	kJ/mol